Entry 1:
An isolated molecule of C4H4N2 at a distorted geometry. Source: the Open Molecules 2025 dataset; level of theory: the ωB97M-V functional and the def2-TZVPD basis.

Each line ends with the Löwdin charge.
CARTESIAN COORDINATES (ANGSTROEM)
N1 -0.622 -1.709 -0.055  -0.01
N2 0.700 -1.674 0.129  -0.01
C1 -1.106 -0.498 0.042  -0.16
C2 0.477 0.848 -0.463  -0.05
C3 -0.518 0.844 0.428  -0.05
C4 1.128 -0.447 -0.020  -0.16
H1 -0.987 1.637 1.026  0.11
H2 0.909 1.634 -1.097  0.11
H3 1.864 -0.260 0.734  0.10
H4 -1.843 -0.376 -0.724  0.10

total energy: -7187.3516 eV
energy above the lowest of the compared OMol25 structures with the same formula, charge and spin: 123.1 kcal per mole
2S+1: 1
HOMO-LUMO gap: 9.11 eV

***

Entry 2:
A cluster of 10 separate species, C52H52N8O4 in total at a distorted geometry. Source: the Open Molecules 2025 dataset; level of theory: the ωB97M-V functional and the def2-TZVPD basis.

Each line ends with the Löwdin charge.
CARTESIAN COORDINATES (ANGSTROEM)
O1 31.758 25.784 37.644  0.01
O2 26.480 25.356 39.380  -0.04
O3 25.948 26.959 34.421  0.01
O4 30.822 29.466 33.984  -0.02
N1 26.928 26.888 42.614  0.03
N2 34.712 26.758 39.890  0.08
N3 33.449 27.399 33.840  0.04
N4 29.835 24.020 46.319  0.06
N5 22.371 26.579 41.563  0.05
N6 27.968 22.827 35.261  0.06
N7 32.425 22.768 37.957  0.06
N8 29.171 29.977 39.463  0.06
C1 33.686 22.163 38.077  -0.06
C2 34.277 28.498 33.604  -0.10
C3 27.963 27.640 42.105  -0.11
C4 30.056 22.850 45.723  -0.15
C5 28.536 28.109 44.473  -0.08
C6 34.550 29.579 40.277  -0.01
C7 27.836 22.774 33.938  -0.12
C8 31.421 20.535 37.757  -0.04
C9 28.850 28.155 43.070  -0.08
C10 29.612 28.821 34.173  -0.37
C11 29.245 31.200 39.922  -0.17
C12 30.514 24.996 44.213  -0.02
C13 22.238 26.006 39.250  -0.09
C14 30.459 22.668 44.417  -0.10
C15 26.705 23.467 33.300  -0.10
C16 30.712 23.706 43.565  -0.05
C17 30.148 29.572 38.571  -0.06
C18 30.354 32.042 39.445  -0.10
C19 29.463 26.238 37.353  0.06
C20 34.345 29.198 35.963  -0.01
C21 27.918 26.239 37.847  0.09
C22 35.704 27.519 39.524  -0.17
C23 28.888 24.896 39.781  -0.04
C24 27.785 25.464 39.083  -0.37
C25 27.476 27.328 44.908  -0.10
C26 28.201 26.966 33.685  0.00
C27 20.909 25.931 39.291  -0.08
C28 29.443 27.630 33.619  -0.06
C29 26.743 26.709 43.910  -0.19
C30 20.362 26.248 40.572  -0.08
C31 33.846 20.807 37.724  -0.03
C32 33.445 28.627 40.741  -0.02
C33 35.706 28.925 39.729  -0.06
C34 34.807 29.428 34.575  0.00
C35 27.395 28.785 35.066  0.00
C36 32.703 19.983 37.630  -0.05
C37 25.779 23.654 35.498  -0.05
C38 31.255 31.678 38.516  -0.16
C39 25.618 23.812 34.065  -0.10
C40 31.314 21.950 37.841  -0.09
C41 27.192 27.529 34.475  -0.35
C42 31.281 30.390 38.101  -0.03
C43 33.508 28.064 36.241  -0.02
C44 21.062 26.647 41.624  -0.19
C45 28.695 29.469 35.031  0.04
C46 33.137 27.232 35.107  -0.15
C47 30.178 25.060 39.314  -0.04
C48 33.552 27.307 40.402  -0.13
C49 30.553 25.798 38.170  -0.40
C50 22.972 26.240 40.434  -0.12
C51 30.082 25.081 45.603  -0.15
C52 27.018 23.363 36.029  -0.16
H1 24.688 24.112 33.613  0.10
H2 30.657 25.983 43.690  0.09
H3 32.864 26.732 40.554  -0.01
H4 29.959 28.722 38.154  0.01
H5 34.312 30.561 40.543  0.07
H6 35.303 30.198 34.195  0.04
H7 22.593 25.803 38.223  0.11
H8 32.396 26.479 35.229  0.09
H9 27.105 23.462 37.141  0.11
H10 27.164 27.331 45.947  0.11
H11 25.704 26.136 44.235  0.15
H12 28.521 22.374 33.253  0.08
H13 32.113 32.348 38.378  0.11
H14 28.175 25.893 33.298  0.12
H15 31.976 29.863 37.399  0.10
H16 34.382 29.864 36.792  0.07
H17 27.183 26.886 37.397  0.08
H18 29.689 26.896 36.536  0.07
H19 25.909 26.146 33.880  0.07
H20 19.278 26.277 40.795  0.11
H21 20.673 26.876 42.546  0.08
H22 28.817 30.438 35.535  0.12
H23 30.260 33.100 40.112  0.15
H24 33.180 27.838 37.075  -0.02
H25 31.130 24.679 40.081  0.17
H26 32.602 18.988 37.380  0.08
H27 32.301 25.030 38.021  0.11
H28 20.350 25.829 38.368  0.11
H29 29.160 28.592 45.177  0.09
H30 31.666 28.885 33.888  0.11
H31 30.038 25.976 46.055  0.05
H32 36.548 29.606 39.553  0.10
H33 36.550 27.143 39.054  0.08
H34 34.397 28.678 32.617  0.06
H35 34.609 20.233 37.477  0.05
H36 26.580 29.013 35.739  0.11
H37 30.280 27.096 33.161  0.13
H38 30.678 21.703 44.218  0.07
H39 30.603 20.009 37.829  0.04
H40 28.728 31.674 40.825  0.12
H41 29.912 22.067 46.415  0.09
H42 29.668 28.664 42.502  0.10
H43 28.733 24.409 40.548  0.01
H44 31.084 23.529 42.502  0.12
H45 25.043 23.910 36.221  0.09
H46 26.314 24.974 40.373  0.18
H47 28.013 27.568 41.004  0.10
H48 24.075 26.305 40.470  0.10
H49 32.573 28.998 41.282  0.09
H50 34.463 22.679 38.304  0.04
H51 30.405 22.546 37.743  0.10
H52 26.710 23.273 32.148  0.13

total energy: -74863.3406 eV
energy above the lowest of the compared OMol25 structures with the same formula, charge and spin: 26.4 kcal per mole
2S+1: 1
HOMO-LUMO gap: 8.20 eV

***

Entry 3:
A structure of composition C34H31Br4GeLiO2P2. Source: the Open Molecules 2025 dataset; level of theory: the ωB97M-V functional and the def2-TZVPD basis.

Each line ends with the Löwdin charge.
CARTESIAN COORDINATES (ANGSTROEM)
Br1 -4.500 -2.155 3.230  0.71
Br2 -6.286 -2.801 -2.186  0.65
Br3 -6.785 -3.273 1.060  0.66
Br4 -3.516 -1.208 -3.175  0.75
Ge1 0.547 -1.361 -1.260  1.09
P1 1.556 2.028 1.685  0.88
P2 -1.457 1.779 2.420  0.86
O1 -1.783 -0.492 -0.828  -0.32
O2 -2.179 -0.909 1.788  -0.28
C1 0.198 0.668 -3.351  -0.12
C2 1.453 4.616 2.878  -0.10
C3 3.324 -0.379 -1.726  -0.11
C4 -3.229 2.181 2.589  -0.27
C5 1.446 -5.500 -1.301  -0.10
C6 0.162 -1.581 -4.154  -0.12
C7 -0.039 -1.117 -5.447  -0.10
C8 -2.878 -1.114 -0.451  -0.46
C9 -5.221 -2.407 0.439  -0.77
C10 0.415 -3.311 -1.316  -0.30
C11 -0.120 0.245 -5.694  -0.11
C12 -0.936 -5.310 -1.509  -0.08
C13 2.924 -1.239 0.470  -0.15
C14 -4.264 -1.961 1.359  -0.65
C15 1.550 -4.117 -1.240  -0.11
C16 4.232 -0.949 0.829  -0.12
C17 5.091 -0.361 -0.091  -0.12
C18 4.632 -0.073 -1.369  -0.10
C19 0.203 -6.100 -1.435  -0.11
C20 -0.553 5.619 3.723  -0.09
C21 -1.186 0.885 4.000  -0.26
C22 2.447 -0.970 -0.815  -0.33
C23 0.762 3.456 2.547  -0.40
C24 0.286 -0.697 -3.085  -0.32
C25 -3.851 -1.552 -1.342  -0.65
C26 -0.830 -3.928 -1.447  -0.09
C27 -1.248 4.459 3.407  -0.09
C28 -0.606 3.365 2.837  -0.39
C29 0.806 5.695 3.468  -0.10
C30 -0.001 1.139 -4.639  -0.09
C31 1.310 2.597 -0.046  -0.28
C32 -3.080 -1.329 0.964  -0.47
C33 -5.018 -2.206 -0.913  -0.78
C34 3.344 2.406 1.857  -0.30
Li1 -0.906 -0.092 0.752  0.45
H1 3.888 1.620 1.331  0.00
H2 -0.141 -1.823 -6.262  0.10
H3 -1.780 -0.027 3.954  0.02
H4 1.362 6.591 3.714  0.10
H5 4.581 -1.172 1.830  0.10
H6 3.627 3.369 1.425  0.03
H7 2.511 4.696 2.665  0.08
H8 -0.076 2.205 -4.819  0.10
H9 1.658 3.624 -0.179  0.05
H10 6.111 -0.127 0.187  0.10
H11 0.269 1.381 -2.539  0.08
H12 1.860 1.933 -0.714  0.02
H13 2.260 -1.680 1.207  0.10
H14 -1.074 6.455 4.171  0.10
H15 2.981 -0.152 -2.729  0.09
H16 -0.286 0.608 -6.700  0.09
H17 -1.482 1.501 4.851  0.04
H18 -1.913 -5.767 -1.609  0.10
H19 -3.474 2.572 3.579  0.04
H20 3.635 2.381 2.907  0.04
H21 5.294 0.387 -2.092  0.10
H22 -3.543 2.891 1.824  0.05
H23 -3.765 1.244 2.437  0.03
H24 0.205 -2.650 -3.977  0.10
H25 0.121 -7.179 -1.480  0.09
H26 -2.308 4.410 3.619  0.09
H27 2.529 -3.663 -1.132  0.09
H28 2.340 -6.110 -1.244  0.09
H29 0.250 2.546 -0.297  0.03
H30 -1.725 -3.329 -1.504  0.08
H31 -0.134 0.618 4.094  0.03

expectation value of S²: 0.75
total charge: -1
total energy: -395327.9983 eV
energy above the lowest of the compared OMol25 structures with the same formula, charge and spin: 0.0 kcal per mole
2S+1: 2
HOMO-LUMO gap (spin up / spin down): 6.10 / 5.90 eV

***

Entry 4:
A cluster of 2 separate species, C4H13N2O2 in total at a distorted geometry. Source: the Open Molecules 2025 dataset; level of theory: the ωB97M-V functional and the def2-TZVPD basis.

Each line ends with the Löwdin charge.
CARTESIAN COORDINATES (ANGSTROEM)
O1 -0.193 -0.383 -1.933  0.07
O2 1.007 3.213 1.557  -0.07
N1 -2.015 -2.063 -1.396  0.18
N2 0.611 -0.031 0.240  -0.13
C1 -1.592 -1.198 -0.159  -0.01
C2 -0.261 -0.378 -0.729  -0.42
C3 2.022 0.274 0.089  -0.06
C4 0.323 -0.004 1.670  -0.10
H1 -0.677 0.449 1.800  0.09
H2 -1.403 -1.893 0.705  0.13
H3 2.675 0.570 1.019  0.13
H4 -2.703 -2.682 -1.054  0.14
H5 0.620 3.782 2.305  0.09
H6 2.590 -0.562 -0.453  0.11
H7 0.971 0.501 2.498  0.13
H8 -1.173 -2.533 -1.762  0.17
H9 0.302 -0.986 2.271  0.11
H10 1.557 3.837 1.132  0.01
H11 -2.297 -0.419 0.188  0.13
H12 -2.220 -1.419 -2.236  0.20
H13 2.124 1.196 -0.540  0.10

total charge: +1
total energy: -11425.9124 eV
energy above the lowest of the compared OMol25 structures with the same formula, charge and spin: 82.1 kcal per mole
2S+1: 1
HOMO-LUMO gap: 9.85 eV